No. 1
# C33H73B2F9IO29S8

A 9-piece molecular cluster, C33H73B2F9IO29S8 overall (ωB97M-V/def2-TZVPD, OMol25).

Positions of all 155 atoms, in Å:
I -2.752 0.412 -1.480
S 5.525 -4.413 -7.485
S 7.811 2.946 1.128
S 5.104 -3.905 0.360
S -0.447 9.601 -2.673
S -5.271 4.653 1.031
S 0.445 3.889 0.507
S -3.796 -8.645 3.117
S -2.218 7.822 4.749
F -5.070 -6.937 -0.845
F -3.969 -2.982 -1.815
F -6.715 -4.018 -1.658
F -5.940 -5.650 0.716
F -5.095 -5.066 -2.629
F -7.137 -6.354 -0.950
F -4.097 -4.117 1.439
F -5.311 -2.713 -0.142
F -3.231 -5.481 -0.075
O 5.320 -2.613 -0.214
O 0.159 5.105 1.496
O 1.419 4.306 -0.461
O -0.797 3.329 0.100
O 6.448 -5.201 -8.517
O -0.851 9.503 -4.041
O -1.125 -2.262 -1.453
O -3.615 -9.300 1.858
O -1.123 7.910 5.662
O -1.203 8.963 -1.645
O -0.786 -2.714 2.372
O 3.893 -4.619 0.115
O -1.580 -4.959 2.314
O 8.802 3.222 0.133
O -5.336 -8.773 3.528
O 5.564 -3.022 -7.808
O 6.532 2.334 0.428
O -2.496 -2.037 0.385
O -6.514 4.010 0.286
O -4.949 3.864 2.177
O -2.992 -9.018 4.241
O 8.145 2.167 2.280
O -0.268 11.143 -2.306
O 5.822 -4.858 -6.161
O -3.409 7.021 5.425
O 6.336 -4.847 0.002
O -4.276 4.983 0.064
O -2.026 7.308 3.431
O 0.211 -6.134 0.710
C -0.071 -5.662 -0.485
C -3.338 5.572 5.404
C -1.668 6.309 0.435
C -3.513 -4.184 0.214
C -1.242 -3.529 -0.928
C -6.062 6.131 1.575
C -4.555 -3.621 -0.793
C -2.479 11.916 -1.567
C 1.241 9.132 -2.516
C -3.021 9.387 4.668
C 1.204 2.815 1.675
C -0.227 6.356 0.889
C -5.542 -10.907 4.724
C 7.066 4.453 1.652
C -2.387 5.028 6.450
C -2.207 -3.411 0.314
C 6.707 1.191 -0.445
C 7.802 -4.738 -8.687
C -1.369 12.024 -2.595
C -3.757 -6.904 2.910
C -5.902 -5.923 -0.586
C 6.335 -5.459 -1.306
C 8.709 -5.177 -7.555
C 5.398 -3.809 2.093
C -5.553 -4.667 -1.431
C -6.020 1.595 0.162
C 6.878 -0.105 0.316
C -6.237 2.888 -0.595
C 1.332 -6.456 -0.365
C -5.922 -10.084 3.508
C 3.986 -5.097 -7.991
C 0.097 -4.201 -0.720
C 6.767 -4.499 -2.396
B -1.608 -1.257 -0.495
B -1.508 -3.696 1.728
H -0.086 7.118 1.652
H -6.928 5.865 2.175
H -1.999 7.291 0.097
H -4.414 -6.633 2.092
H 0.444 6.600 0.061
H -5.653 -10.596 2.582
H -5.382 3.120 -1.231
H 0.685 -4.184 -1.628
H -4.351 5.231 5.602
H -3.882 9.306 4.011
H 6.206 4.219 2.273
H -0.705 -0.720 0.116
H 7.811 4.998 2.227
H 5.804 1.151 -1.050
H -5.097 1.623 0.740
H 6.078 -0.231 1.042
H 1.580 9.378 -1.514
H -6.842 1.415 0.856
H -2.732 -6.618 2.678
H 6.400 -3.422 2.259
H 8.139 -5.170 -9.627
H 3.790 -4.796 -9.016
H 6.881 -5.030 -3.341
H -6.113 -11.836 4.742
H 0.901 -7.189 -1.125
H -6.352 6.714 0.706
H -1.354 5.285 6.218
H -3.070 5.230 4.403
H 3.224 -4.699 -7.325
H 6.032 -3.708 -2.541
H 7.809 -3.653 -8.805
H -2.302 10.096 4.267
H -1.810 -4.110 -1.670
H -5.338 6.677 2.176
H -4.074 -6.433 3.837
H -2.467 3.942 6.494
H 7.544 1.371 -1.122
H 0.672 -3.842 0.125
H -1.741 11.834 -3.603
H 5.283 -4.800 2.522
H -7.112 2.808 -1.238
H 6.772 5.021 0.774
H 1.291 8.058 -2.678
H 0.511 2.649 2.495
H -5.740 -10.350 5.640
H -2.973 10.947 -1.620
H -3.226 12.691 -1.741
H 4.658 -3.128 2.506
H 8.629 -6.252 -7.395
H 6.866 -0.944 -0.369
H -0.694 -5.234 2.557
H 7.824 -0.119 0.861
H 1.676 -7.279 0.260
H 1.408 1.878 1.161
H 2.127 3.269 2.026
H -2.079 12.026 -0.560
H 5.350 -5.880 -1.513
H -0.948 13.028 -2.587
H -6.998 -9.921 3.489
H -4.482 -11.157 4.716
H -3.320 9.679 5.671
H -2.309 5.977 1.244
H 9.745 -4.929 -7.788
H 4.038 -6.178 -7.902
H 0.120 -3.020 2.448
H -0.854 -6.167 -1.015
H 8.441 -4.685 -6.621
H 7.036 -6.289 -1.239
H -2.616 5.443 7.432
H 1.822 9.659 -3.268
H -1.791 5.607 -0.386
H 7.714 -4.025 -2.136
H -5.950 0.761 -0.535

Properties
Frontier orbital gap   6.3 eV
Total charge   -1
ΔE to the lowest compared entry with this formula, charge and spin   57.4 kJ/mol
HOMO   -0.174 Eh
E_tot   -215373.78378 eV

These are the Löwdin partial charges, in e, on atoms 1 to 6: 0.70, 0.57, 0.56, 0.57, 0.57, 0.55

No. 2
# C21H35ClF10NO9P2S

A 4-piece molecular cluster, C21H35ClF10NO9P2S overall (ωB97M-V/def2-TZVPD, OMol25).

Positions of all 80 atoms, in Å:
Cl 8.013 -1.810 0.649
S 2.434 0.004 -2.415
P 5.640 1.710 3.379
P 7.518 0.245 1.002
F 2.345 2.528 -5.653
F 5.358 2.702 -5.082
F 3.592 0.675 -5.372
F 5.505 0.149 -3.270
F 3.733 4.142 -4.442
F 7.219 -0.342 -1.959
F 5.567 -1.869 -2.031
F 4.587 2.789 -2.845
F 1.742 2.663 -2.840
F 0.830 1.093 -4.198
O 4.491 2.511 4.364
O 6.389 0.401 4.182
O 3.041 -1.179 -3.157
O -4.150 3.304 1.869
O -2.121 -2.529 -1.200
O -4.097 -1.730 0.947
O 1.076 -0.573 -2.014
O -1.881 0.787 2.080
O 8.510 1.262 0.008
N 2.731 1.107 0.197
C 5.825 -0.462 -2.011
C 3.098 1.805 -4.661
C 4.263 2.833 -4.214
C -1.103 0.574 0.879
C 3.382 1.480 1.450
C 5.676 0.543 0.527
C -6.499 3.798 2.054
C 4.880 1.210 1.721
C -0.269 -3.285 -2.535
C 3.451 0.469 -0.899
C -1.033 -3.452 -1.232
C -1.564 -4.868 -1.078
C -5.586 1.534 2.646
C -5.372 -2.095 1.471
C 2.037 1.451 -3.514
C -5.264 -3.439 2.174
C 1.276 1.463 0.190
C 5.005 0.176 -0.817
C -6.389 -2.142 0.341
C -5.323 3.032 2.638
C 0.474 0.458 1.191
H -5.659 -1.325 2.193
H -6.096 -2.875 -0.417
H -6.682 3.501 1.017
H -0.751 -5.598 -1.082
H -7.382 -2.403 0.714
H -4.728 0.995 3.057
H -6.223 -3.740 2.602
H 0.680 0.874 2.252
H 6.146 -0.424 3.701
H 2.793 1.966 2.314
H -2.707 -2.732 -1.943
H -0.917 -3.476 -3.397
H -0.378 -3.211 -0.389
H 4.246 1.942 5.137
H -4.312 3.002 0.964
H -2.259 -5.115 -1.888
H -6.291 4.871 2.044
H -5.129 3.376 3.658
H -4.522 -3.395 2.975
H -6.448 -1.173 -0.162
H -5.737 1.159 1.628
H 1.200 2.502 0.692
H 0.093 -2.259 -2.631
H -6.470 1.292 3.242
H -3.832 -2.406 0.305
H -1.246 1.445 0.131
H 0.585 -3.966 -2.584
H 0.887 -0.604 1.179
H 0.797 1.571 -0.831
H -7.409 3.623 2.633
H -2.140 1.741 2.110
H -2.121 -4.970 -0.142
H 9.352 1.302 0.537
H -1.441 -0.395 0.378
H -4.932 -4.218 1.478

Properties
Frontier orbital gap   5.2 eV
Total charge   +1
HOMO   -0.421 Eh
E_tot   -111356.87425 eV

These are the Löwdin partial charges, in e, on atoms 1 to 6: 0.21, 0.90, 0.90, 0.65, 0.09, 0.14

No. 3
# C17H25N2O6S2Tc

C17H25N2O6S2Tc as an isolated structure (ωB97M-V/def2-TZVPD, OMol25).

Positions of all 53 atoms, in Å:
Tc -0.088 0.182 -0.210
S -2.614 2.342 -0.367
S -1.827 -1.872 -0.349
O 1.651 -0.910 -1.107
O -2.160 -1.059 3.111
O -1.819 2.910 -1.429
O -3.855 1.698 -0.708
O -0.461 -0.679 1.693
O 0.321 1.197 -2.102
N -1.650 1.401 0.523
N 2.793 -2.502 -2.166
C -1.746 -0.390 2.226
C 0.957 2.480 -2.190
C -2.075 4.651 1.006
C -2.383 0.830 1.640
C -4.235 3.676 1.401
C -3.015 3.661 0.751
C -3.587 5.679 2.589
C -0.499 0.884 -3.247
C -4.515 4.683 2.316
C -2.363 5.649 1.915
C 1.889 -2.114 -1.251
C 1.717 2.751 -0.916
C -3.883 6.771 3.574
C 0.663 -2.621 0.851
C 1.213 -3.190 -0.445
C -0.422 -1.615 0.573
C 0.342 0.447 -4.429
H 0.254 -3.428 1.464
H -4.841 6.612 4.065
H 1.453 -2.136 1.428
H -2.484 1.540 2.474
H 0.400 -3.599 -1.052
H 2.455 1.973 -0.717
H 0.180 3.230 -2.350
H -5.473 4.692 2.821
H -1.630 6.424 2.107
H -1.121 1.753 -3.468
H 1.036 -0.341 -4.133
H 1.629 2.463 -3.052
H 2.987 -3.473 -2.330
H -1.128 4.637 0.482
H -0.310 0.047 -5.205
H -3.113 6.818 4.346
H 1.924 -3.997 -0.256
H 3.216 -1.806 -2.757
H 0.910 1.267 -4.868
H 2.241 3.705 -0.996
H -3.913 7.745 3.084
H -4.966 2.911 1.176
H -1.157 0.082 -2.914
H 1.036 2.821 -0.065
H -3.394 0.515 1.356

Properties
Frontier orbital gap (alpha / beta)   6.9 / 7.4 eV
⟨S²⟩   2.018
ΔE to the lowest compared entry with this formula, charge and spin   52.3 kJ/mol
HOMO (alpha / beta)   -0.244 / -0.262 Eh
E_tot   -57167.86975 eV
2S+1   3

These are the Löwdin partial charges, in e, on atoms 1 to 6: 1.27, 0.58, 0.65, -0.06, 0.17, -0.32

No. 4
# C3H8NOPS2

A 2-piece molecular cluster, C3H8NOPS2 overall (ωB97M-V/def2-TZVPD, OMol25).

Positions of all 16 atoms, in Å:
S -2.657 -0.066 -0.464
S 0.857 -2.741 1.032
P 0.884 -1.555 -0.469
O 2.514 -1.193 -0.850
N 0.574 0.058 -0.039
C 2.871 0.156 -0.470
C 1.534 0.924 -0.564
C -3.133 -1.801 -0.597
H -0.388 0.237 0.114
H -3.034 -2.164 -1.569
H 3.662 0.508 -1.103
H 1.290 1.524 -1.501
H -2.375 -2.138 0.088
H 3.334 0.078 0.490
H 1.654 1.800 0.165
H -4.119 -1.958 -0.167

Properties
Frontier orbital gap (alpha / beta)   7.0 / 6.2 eV
ΔE to the lowest compared entry with this formula, charge and spin   360.6 kJ/mol
HOMO (alpha / beta)   -0.329 / -0.312 Eh
E_tot   -37735.51255 eV

These are the Löwdin partial charges, in e, on atoms 1 to 6: 0.59, 0.22, 0.38, -0.39, -0.25, -0.21

No. 5
# C31H28AsN3O5PbS

C31H28AsN3O5PbS as an isolated structure (ωB97M-V/def2-TZVPD, OMol25).

Positions of all 70 atoms, in Å:
Pb 1.321 0.956 1.649
As -1.633 1.836 -1.408
S -0.915 -0.497 0.093
O -2.161 -0.784 0.704
O -0.758 1.233 0.109
O 3.381 0.579 -5.471
O 0.270 -0.851 0.939
O -0.709 -0.791 -1.299
N 4.551 -1.264 -4.840
N 2.888 -0.315 -3.449
N 2.900 0.291 0.110
C -2.054 5.606 0.355
C -3.548 0.151 -2.728
C 4.910 -0.829 -0.373
C 2.559 0.242 -1.180
C 5.023 -5.076 -3.052
C 0.754 1.257 -4.790
C -5.781 -0.127 -1.886
C 3.366 -0.332 -2.151
C 3.623 -0.292 -4.661
C -2.637 6.303 -0.692
C -5.505 0.708 -0.807
C -1.738 4.264 0.204
C 5.934 -3.099 -4.117
C 3.568 -3.258 -3.746
C -2.610 4.328 -2.060
C -0.274 1.879 -2.724
C -0.317 1.159 -3.912
C -2.920 5.667 -1.898
C -3.293 0.986 -1.646
C 4.580 -0.878 -1.718
C -2.015 3.643 -1.003
C -4.815 -0.392 -2.850
C 5.204 -6.439 -2.429
C 1.874 2.779 -3.288
C 6.104 -4.353 -3.546
C 4.667 -2.548 -4.216
C 0.806 2.702 -2.408
C -4.255 1.284 -0.683
C 3.756 -4.503 -3.164
C 1.851 2.052 -4.475
C 4.053 -0.240 0.532
H 5.104 -1.116 -5.670
H 1.601 0.669 -1.463
H 6.226 -6.796 -2.542
H 7.102 -4.777 -3.487
H 4.299 -0.166 1.587
H 2.891 -5.057 -2.813
H 2.569 -2.856 -3.856
H -3.383 6.215 -2.709
H 0.807 3.298 -1.504
H -6.761 -0.577 -1.976
H -1.150 0.519 -4.155
H -4.042 1.953 0.140
H -2.879 7.351 -0.569
H -6.266 0.913 -0.065
H 2.719 3.415 -3.057
H 5.844 -1.250 -0.025
H -1.298 3.716 1.026
H 4.538 -7.170 -2.890
H -1.848 6.104 1.293
H 5.253 -1.352 -2.418
H 4.971 -6.416 -1.363
H 2.055 0.240 -3.584
H 6.792 -2.553 -4.499
H 0.736 0.704 -5.721
H -2.835 3.836 -2.995
H 2.692 2.096 -5.153
H -2.788 -0.089 -3.453
H -5.046 -1.024 -3.697

Properties
Frontier orbital gap   5.7 eV
Total charge   +2
ΔE to the lowest compared entry with this formula, charge and spin   157.6 kJ/mol
HOMO   -0.477 Eh
E_tot   -124216.25151 eV

These are the Löwdin partial charges, in e, on atoms 1 to 6: 1.60, 1.41, 0.40, -0.20, -0.59, 0.05

No. 6
# C11H23ClCoNO2P2

C11H23ClCoNO2P2 as an isolated structure (ωB97M-V/def2-TZVPD, OMol25).

Positions of all 41 atoms, in Å:
Co 0.015 0.379 0.703
Cl 0.057 1.814 2.370
P 1.802 -0.692 1.275
P -2.077 0.589 0.405
O -0.054 3.921 0.312
O 1.591 2.360 -0.983
N -0.129 -0.982 -0.786
C 1.040 -1.501 -1.224
C 2.252 -0.946 -0.513
C -1.359 -2.327 -2.330
C 3.213 0.253 1.888
C -3.283 0.776 1.701
C 1.811 -2.321 2.093
C 1.057 -2.396 -2.286
C -0.150 -2.803 -2.861
C -1.313 -1.426 -1.257
C -2.561 -0.845 -0.640
C -2.143 1.981 -0.788
H 2.473 0.090 -0.900
H -4.278 0.972 1.294
H -3.098 1.950 -1.327
H 2.019 -2.758 -2.650
H -0.181 3.287 1.090
H -3.235 -0.509 -1.442
H -3.303 -0.132 2.309
H 3.161 -1.542 -0.633
H -2.011 2.928 -0.248
H 4.127 -0.356 1.862
H -1.313 1.880 -1.505
H 3.326 1.160 1.281
H -2.963 1.602 2.339
H 1.671 -2.129 3.170
H -0.171 -3.488 -3.718
H 1.073 3.136 -0.590
H -3.121 -1.587 -0.042
H -0.422 4.790 0.518
H 2.135 2.727 -1.705
H 2.759 -2.859 1.910
H 0.962 -2.920 1.728
H -2.341 -2.623 -2.730
H 2.964 0.547 2.911

Properties
Frontier orbital gap (alpha / beta)   8.7 / 6.0 eV
⟨S²⟩   6.016
Total charge   +2
ΔE to the lowest compared entry with this formula, charge and spin   0.0 kJ/mol
HOMO (alpha / beta)   -0.560 / -0.601 Eh
E_tot   -86076.99570 eV
2S+1   5

These are the Löwdin partial charges, in e, on atoms 1 to 6: 0.25, 0.33, 0.83, 0.82, -0.13, -0.11

- Number 3 is which compound?
  C17H25N2O6S2Tc